[1]
The following is a quantum chemistry calculation of a cluster of 7 separate species, C41H41N6O14PS in total at a distorted geometry, from OMol25.

Summary:
Molecular weight ... 904.848 g mol⁻¹
Structure (SMILES) ... O=[N+]([O-])c1ccccc1.O=[N+]([O-])c1ccccc1.O=[N+]([O-])c1ccccc1.O=[N+]([O-])c1ccccc1.O=[N+]([O-])c1ccccc1.O=[N+]([O-])c1ccccc1.O=COCCCCPS
Multiplicity ... 1
Energy ... -3707.65925 hartree
Orbital gap ... 7.44 eV

The geometry in XYZ format:
```
104
C41H41N6O14PS, DFT the ωB97M-V functional and the def2-TZVPD basis
O -4.45 -1.66 3.02
C -4.02 -0.76 2.10
O -2.91 -1.02 1.14
C -1.59 -0.87 1.83
C -0.96 0.66 1.62
C -1.27 1.44 3.06
C -1.06 3.07 2.98
P -1.72 3.93 4.56
S -3.08 2.69 5.67
H -4.59 0.28 2.08
H -1.84 -1.01 2.99
H -0.83 -1.72 1.55
H -1.50 1.20 0.70
H 0.19 0.57 1.41
H -2.42 1.19 3.29
H -0.57 0.92 3.86
H 0.09 3.37 2.91
H -1.57 3.56 2.02
H -2.54 5.07 4.14
H -4.44 3.03 5.40
C -1.28 -3.66 -1.68
C -1.76 -2.35 -1.64
C -1.52 -1.49 -2.71
C -0.79 -1.95 -3.82
C -0.30 -3.26 -3.85
C -0.54 -4.11 -2.78
N -0.55 -1.05 -4.95
O -0.99 0.11 -4.88
O 0.07 -1.50 -5.93
H -1.48 -4.34 -0.85
H -2.33 -2.01 -0.78
H -1.90 -0.47 -2.67
H 0.28 -3.63 -4.70
H -0.17 -5.13 -2.79
C 4.72 -2.15 -3.72
C 5.39 -1.05 -3.19
C 4.70 -0.13 -2.40
C 3.34 -0.32 -2.14
C 2.66 -1.42 -2.67
C 3.36 -2.34 -3.47
N 2.62 0.63 -1.28
O 3.25 1.61 -0.84
O 1.42 0.41 -1.05
H 5.26 -2.87 -4.33
H 6.45 -0.91 -3.39
H 5.24 0.73 -1.99
H 1.60 -1.58 -2.48
H 2.84 -3.20 -3.89
C -5.11 -8.08 1.65
C -5.59 -6.77 1.69
C -5.35 -5.91 0.62
C -4.62 -6.37 -0.49
C -4.12 -7.68 -0.52
C -4.37 -8.53 0.55
N -4.38 -5.47 -1.62
O -4.81 -4.31 -1.55
O -3.76 -5.92 -2.60
H -5.30 -8.75 2.48
H -6.16 -6.43 2.55
H -5.73 -4.89 0.66
H -3.55 -8.04 -1.37
H -4.00 -9.55 0.53
C -9.11 -0.77 0.17
C -8.43 -0.53 1.37
C -7.84 0.71 1.60
C -7.94 1.72 0.63
C -8.62 1.48 -0.57
C -9.20 0.23 -0.80
N -7.35 3.03 0.88
O -6.75 3.20 1.95
O -7.49 3.91 0.02
H -9.57 -1.74 -0.01
H -8.36 -1.32 2.12
H -7.32 0.88 2.54
H -8.70 2.25 -1.34
H -9.73 0.04 -1.73
C 4.13 2.28 2.80
C 4.81 2.52 4.00
C 5.40 3.76 4.24
C 5.30 4.77 3.27
C 4.62 4.53 2.06
C 4.04 3.28 1.83
N 5.89 6.08 3.52
O 6.50 6.25 4.59
O 5.75 6.96 2.65
H 3.67 1.31 2.63
H 4.88 1.73 4.75
H 5.93 3.93 5.17
H 4.54 5.30 1.30
H 3.51 3.09 0.90
C 8.54 5.36 -1.21
C 9.07 5.12 -2.48
C 8.88 3.88 -3.09
C 8.15 2.88 -2.42
C 7.63 3.12 -1.14
C 7.82 4.36 -0.54
N 7.93 1.59 -3.07
O 8.42 1.41 -4.20
O 7.25 0.74 -2.46
H 8.68 6.33 -0.74
H 9.62 5.90 -2.99
H 9.29 3.71 -4.08
H 7.07 2.35 -0.61
H 7.42 4.55 0.45
```


[2]
The following is a quantum chemistry calculation of a structure of composition C41H41O2P3RhS2Si at a distorted geometry, from OMol25.

Summary:
Molecular weight ... 853.825 g mol⁻¹
Multiplicity ... 2
Energy ... -3957.99277 hartree
Orbital gap (spin up / spin down) ... 7.27 / 6.28 eV

The geometry in XYZ format:
```
91
C41H41O2P3RhS2Si, DFT the ωB97M-V functional and the def2-TZVPD basis
Rh -0.27 -0.73 0.50
C 2.45 -1.58 2.87
Si 1.87 -0.64 1.36
C 3.02 -1.34 0.01
C 4.41 -1.30 0.13
C 5.23 -2.02 -0.72
C 4.67 -2.83 -1.70
C 3.29 -2.88 -1.85
C 2.48 -2.11 -1.02
P 0.69 -1.95 -1.26
C 0.05 -3.59 -1.75
C 0.18 -4.06 -3.05
C -0.28 -5.32 -3.39
C -0.87 -6.12 -2.43
C -1.02 -5.66 -1.13
C -0.56 -4.39 -0.79
C 0.56 -1.04 -2.84
C 1.66 -0.66 -3.60
C 1.49 0.01 -4.81
C 0.22 0.33 -5.26
C -0.88 -0.02 -4.50
C -0.72 -0.70 -3.30
C 2.33 1.16 1.67
C 3.26 1.53 2.65
C 3.63 2.85 2.83
C 3.08 3.83 2.02
C 2.13 3.49 1.07
C 1.73 2.17 0.90
P 0.43 1.63 -0.29
C -1.15 1.76 0.67
C -1.01 0.80 1.77
C -2.25 0.39 2.53
C -4.35 1.36 0.93
C -3.64 2.37 0.43
C -2.21 2.37 0.09
C 0.33 3.05 -1.44
C -0.14 4.31 -1.10
C -0.10 5.35 -2.02
C 0.39 5.13 -3.30
C 0.86 3.87 -3.66
C 0.83 2.84 -2.73
H 3.53 -1.44 3.00
H 2.26 -2.65 2.74
H 1.94 -1.27 3.78
H 4.86 -0.69 0.91
H 6.30 -1.98 -0.61
H 5.30 -3.43 -2.35
H 2.85 -3.50 -2.63
H 0.63 -3.43 -3.81
H -0.17 -5.67 -4.41
H -1.23 -7.11 -2.70
H -1.50 -6.27 -0.38
H -0.70 -4.02 0.22
H 2.66 -0.89 -3.26
H 2.36 0.29 -5.39
H 0.09 0.86 -6.19
H -1.88 0.23 -4.83
H -1.59 -0.97 -2.71
H 3.71 0.76 3.27
H 4.37 3.11 3.58
H 3.37 4.87 2.14
H 1.72 4.28 0.45
H -0.20 1.04 2.45
H -2.01 -0.48 3.16
H -5.42 1.44 1.12
H -4.17 3.27 0.14
H -2.01 2.96 -0.79
H -0.53 4.50 -0.11
H -0.47 6.33 -1.74
H 0.41 5.94 -4.02
H 1.24 3.69 -4.65
H 1.18 1.85 -3.01
C -4.94 -2.63 3.83
C -4.48 -2.35 2.42
O -4.64 -0.93 2.17
P -3.54 -0.15 1.33
S -2.81 -1.13 -0.22
S -0.54 -2.32 2.03
O -2.85 1.39 3.33
C -2.05 1.83 4.42
C -1.41 3.17 4.14
H -4.87 -3.70 4.03
H -5.98 -2.32 3.96
H -4.32 -2.11 4.55
H -5.08 -2.88 1.68
H -3.43 -2.63 2.28
H -1.29 1.07 4.65
H -2.72 1.89 5.28
H -0.70 3.12 3.32
H -0.88 3.53 5.03
H -2.18 3.90 3.88
```


[3]
The following is a quantum chemistry calculation of a structure of composition C41H42Cl4F4N6ORhSSi at a distorted geometry, from OMol25.

Summary:
Molecular weight ... 1015.691 g mol⁻¹
Multiplicity ... 1
Energy ... -5029.41569 hartree
Total charge ... +1
Orbital gap (spin up / spin down) ... 5.06 / 5.06 eV

The geometry in XYZ format:
```
101
C41H42Cl4F4N6ORhSSi, DFT the ωB97M-V functional and the def2-TZVPD basis
Rh 0.21 -0.40 0.47
C 2.01 2.84 -0.61
C 2.86 1.78 0.10
C 4.10 2.48 0.69
C 3.31 0.78 -0.97
Si 1.88 0.92 1.52
C 0.73 2.15 2.48
C 1.47 3.45 2.86
C 0.20 1.53 3.78
C -0.48 2.51 1.60
C 2.96 -0.17 2.68
C 3.67 0.72 3.73
C 2.10 -1.21 3.41
C 4.04 -0.92 1.89
H 2.58 3.24 -1.45
H 1.77 3.69 0.04
H 1.08 2.43 -1.00
H 4.58 3.07 -0.09
H 4.84 1.77 1.05
H 3.85 3.16 1.51
H 3.92 1.30 -1.71
H 2.45 0.36 -1.50
H 3.91 -0.03 -0.57
H 2.34 3.25 3.49
H 0.79 4.09 3.43
H 1.80 4.01 1.99
H 1.00 1.34 4.50
H -0.33 0.59 3.61
H -0.50 2.23 4.25
H -0.23 3.19 0.79
H -1.25 3.00 2.21
H -0.96 1.63 1.15
H 2.97 1.24 4.38
H 4.32 1.46 3.26
H 4.29 0.08 4.36
H 1.42 -0.76 4.14
H 2.75 -1.90 3.96
H 1.50 -1.81 2.72
H 4.75 -0.25 1.41
H 3.62 -1.58 1.13
H 4.61 -1.55 2.58
Cl 0.33 -3.07 -0.99
C 1.40 -1.95 -0.10
H 2.18 -1.62 -0.78
H 1.81 -2.50 0.74
Cl -4.87 4.57 -0.69
C -5.14 3.08 0.14
C -5.28 3.08 1.52
C -5.48 1.87 2.17
C -5.54 0.66 1.48
C -5.79 -0.62 2.26
C -4.72 -0.83 3.34
N -3.40 -1.17 2.83
C -2.77 -2.40 2.87
C -1.55 -2.22 2.30
N -1.42 -0.90 1.91
C -2.55 -0.31 2.24
O -7.01 -0.52 2.95
C -8.00 -1.47 2.56
C -8.52 -1.26 1.16
C -8.90 -0.07 0.61
Cl -8.93 1.47 1.35
S -9.47 -0.25 -1.00
C -9.21 -1.93 -0.96
C -8.71 -2.33 0.24
C -5.43 0.71 0.10
Cl -5.60 -0.72 -0.87
C -5.22 1.91 -0.58
H -5.25 4.00 2.08
H -5.64 1.88 3.25
H -5.78 -1.47 1.57
H -5.04 -1.61 4.03
H -4.62 0.10 3.91
H -3.25 -3.27 3.29
H -0.76 -2.95 2.16
H -2.78 0.73 2.08
H -8.81 -1.36 3.28
H -7.60 -2.48 2.65
H -9.46 -2.55 -1.81
H -8.49 -3.37 0.47
H -5.14 1.92 -1.65
F -2.63 -1.35 -1.15
C -2.93 -2.04 -2.24
C -3.76 -3.08 -2.13
F -4.17 -3.42 -0.92
C -4.24 -3.82 -3.28
C -3.75 -3.34 -4.56
C -2.88 -2.32 -4.66
F -2.44 -1.99 -5.86
C -2.38 -1.61 -3.50
C -1.43 -0.63 -3.58
C -0.79 -0.09 -2.42
N -0.27 0.38 -1.51
C -0.91 -0.10 -4.82
N -0.46 0.39 -5.75
F -4.14 -3.94 -5.66
C -5.10 -4.86 -3.18
C -5.60 -5.35 -1.91
N -6.03 -5.73 -0.93
C -5.60 -5.60 -4.31
N -6.03 -6.23 -5.16
```


[4]
The following is a quantum chemistry calculation of a structure of composition C41H42N5OPbSSb, from OMol25.

Summary:
Molecular weight ... 981.848 g mol⁻¹
Multiplicity ... 1
Energy ... -2767.35695 hartree
Total charge ... +2
Orbital gap ... 7.40 eV

The geometry in XYZ format:
```
92
C41H42N5OPbSSb, DFT the ωB97M-V functional and the def2-TZVPD basis
Pb 0.37 0.23 0.38
C 0.62 3.49 3.64
C 0.48 4.74 3.05
C 0.26 4.82 1.69
C 0.16 3.65 0.93
N 0.29 2.44 1.51
C 0.53 2.38 2.84
N -0.04 3.81 -0.43
C -0.53 2.92 -1.20
N -0.93 1.61 -0.92
C -1.48 1.08 -2.05
N -2.03 -0.09 -2.20
C -2.44 -0.87 -1.12
C -3.62 -1.60 -1.27
C -4.05 -2.42 -0.25
C -3.30 -2.52 0.92
C -2.16 -1.77 1.00
N -1.72 -0.97 0.01
C -1.39 2.05 -3.16
C -1.85 2.02 -4.46
C -1.65 3.16 -5.24
C -1.06 4.30 -4.70
C -0.64 4.34 -3.38
C -0.81 3.19 -2.63
H 0.81 3.38 4.70
H 0.54 5.64 3.64
H 0.15 5.76 1.18
H 0.64 1.38 3.26
H -4.19 -1.48 -2.18
H -4.97 -2.98 -0.36
H -3.61 -3.15 1.74
H -1.54 -1.80 1.90
H -2.37 1.16 -4.85
H -1.99 3.18 -6.26
H -0.94 5.18 -5.33
H -0.22 5.24 -2.94
C 5.77 -1.30 1.30
C 4.53 -0.96 0.47
C 4.61 -1.62 -0.90
C 3.27 -1.33 1.25
C 2.44 -2.38 0.88
C 1.37 -2.77 1.69
C 1.10 -2.12 2.89
C 0.05 -2.61 3.85
C 1.91 -1.03 3.23
C 2.98 -0.66 2.44
H 6.68 -1.01 0.76
H 5.82 -2.38 1.48
H 5.77 -0.80 2.26
H 4.51 0.13 0.33
H 4.74 -2.70 -0.81
H 5.48 -1.24 -1.44
H 3.72 -1.43 -1.50
H 2.64 -2.94 -0.02
H 0.77 -3.63 1.41
H -0.56 -1.80 4.26
H 0.53 -3.10 4.70
H -0.60 -3.35 3.39
H 1.75 -0.53 4.18
H 3.64 0.14 2.78
C -1.55 -1.79 -4.80
Sb 0.08 -2.02 -3.50
C -0.46 -3.46 -2.07
C 1.58 -2.91 -4.67
H -1.43 -2.59 -5.53
H -1.56 -0.83 -5.30
H -2.44 -1.90 -4.20
H -0.80 -4.36 -2.59
H -1.27 -3.09 -1.44
H 0.40 -3.70 -1.46
H 1.19 -3.78 -5.20
H 2.41 -3.20 -4.04
H 1.92 -2.17 -5.40
C 7.90 4.57 -6.29
C 6.87 3.64 -5.72
O 6.46 2.65 -6.26
S 6.27 4.20 -4.10
C 5.01 3.00 -3.77
C 3.76 3.45 -3.36
C 2.76 2.55 -3.05
C 3.01 1.18 -3.16
C 4.28 0.72 -3.56
C 5.27 1.63 -3.87
C 1.99 0.25 -2.86
C 1.07 -0.52 -2.57
H 8.61 3.98 -6.87
H 8.41 5.14 -5.52
H 7.39 5.26 -6.97
H 3.57 4.52 -3.30
H 1.79 2.90 -2.75
H 4.47 -0.34 -3.64
H 6.24 1.28 -4.18
```


[5]
The following is a quantum chemistry calculation of a structure of composition C41H42OsP2 at a distorted geometry, from OMol25.

Summary:
Molecular weight ... 786.965 g mol⁻¹
Multiplicity ... 5
Energy ... -2359.85838 hartree
Total charge ... +2
Orbital gap (spin up / spin down) ... 6.38 / 6.05 eV

The geometry in XYZ format:
```
86
C41H42OsP2, DFT the ωB97M-V functional and the def2-TZVPD basis
Os -1.01 -0.47 -0.66
C -0.11 0.57 -3.60
C -0.04 1.49 -2.61
C -1.14 2.53 -2.52
C -2.48 1.87 -2.22
C -2.43 0.51 -1.50
C -2.17 -0.79 -2.15
C -2.01 -1.01 -3.63
C -1.31 0.13 -4.38
C -0.92 -1.76 1.39
H 0.83 0.13 -3.97
H 0.97 1.91 -2.42
H -1.19 3.07 -3.48
H -0.87 3.27 -1.77
H -3.00 2.57 -1.55
H -3.12 1.88 -3.12
H -3.37 0.50 -0.92
H -2.71 -1.64 -1.70
H -2.98 -1.19 -4.05
H -1.41 -1.94 -3.79
H -0.95 -0.21 -5.36
H -1.99 0.97 -4.56
H -0.78 -2.78 0.97
H -1.79 -1.82 2.10
H -0.05 -1.62 2.08
P 1.52 0.81 -0.51
P -1.65 0.55 1.40
C 0.40 2.12 0.09
C -0.85 2.02 0.70
C 3.19 1.41 -0.16
C 3.42 2.80 -0.22
C 4.73 3.27 -0.12
C 5.82 2.41 0.10
C 5.56 1.02 0.22
C 4.27 0.53 0.08
C 1.98 -0.53 -1.77
C 0.99 -1.45 -2.11
C 1.32 -2.79 -2.42
C 2.61 -3.09 -2.78
C 3.57 -2.05 -2.77
C 3.27 -0.79 -2.31
C -1.58 0.86 3.18
C -0.45 1.50 3.71
C -0.46 1.96 5.02
C -1.58 1.75 5.83
C -2.68 1.04 5.34
C -2.67 0.58 4.03
C -3.44 0.06 1.26
C -3.90 -1.26 1.00
C -5.24 -1.53 0.74
C -6.14 -0.48 0.65
C -5.73 0.83 0.91
C -4.40 1.09 1.27
H 0.77 3.14 -0.12
H -1.40 2.93 0.91
H 2.60 3.49 -0.39
H 4.93 4.35 -0.22
H 6.85 2.79 0.19
H 6.40 0.34 0.40
H 4.11 -0.55 0.11
H 0.02 -1.16 -2.56
H 0.50 -3.53 -2.41
H 2.89 -4.10 -3.08
H 4.60 -2.29 -3.07
H 4.02 0.01 -2.33
H 0.40 1.67 3.07
H 0.40 2.50 5.42
H -1.59 2.13 6.86
H -3.54 0.85 5.98
H -3.52 0.03 3.66
H -3.21 -2.10 0.98
H -5.53 -2.57 0.58
H -7.17 -0.70 0.39
H -6.45 1.65 0.87
H -4.09 2.10 1.54
C 3.87 -3.27 1.89
C 3.61 -1.93 2.26
C 2.48 -1.25 1.73
C 1.77 -1.96 0.84
C 1.85 -3.28 0.53
C 3.01 -3.93 1.04
H 4.75 -3.77 2.31
H 4.28 -1.41 2.95
H 2.24 -0.21 2.02
H 1.12 -3.81 -0.08
H 3.18 -4.96 0.76
```